Entry 1:
Entry from the Open Molecules 2025 dataset: 2 unconnected molecules or ions with the total composition C4H3F2N at a distorted geometry (ωB97M-V/def2-TZVPD).

Output
Orbital gap (alpha / beta): 7.071 / 7.307 eV

Each line ends with the natural charge from an NBO analysis.
Atoms and positions in Å:
C: -1.047 -0.973 -0.744  0.044
C: 0.070 -0.721 -0.139  0.136
C: -0.532 2.132 -0.429  0.647
C: 1.191 -0.871 0.675  -0.732
N: -2.133 -1.104 -1.169  -0.233
F: -1.166 1.930 0.696  -0.332
F: -1.416 2.479 -1.286  -0.308
H: 2.280 -0.942 -0.076  0.252
H: 1.332 -1.909 1.123  0.264
H: 1.420 -0.020 1.348  0.262


Entry 2:
Entry from the Open Molecules 2025 dataset: a molecular structure, C23H43F5N2O6S2Sr at a distorted geometry (ωB97M-V/def2-TZVPD).

Output
Net charge: +2
Orbital gap: 4.084 eV

Each line ends with the Löwdin charge.
Atoms and positions in Å:
C: -6.210 -9.181 4.842  -0.096
C: -6.379 -8.003 5.825  -0.246
C: -5.335 -6.888 5.638  -0.228
C: -5.934 -5.641 4.997  -0.213
C: -4.862 -4.710 4.409  -0.219
C: -5.180 -3.245 4.656  -0.209
C: -4.069 -2.333 4.073  -0.200
C: -4.500 -1.586 2.806  -0.195
C: -3.402 -1.537 1.715  -0.201
C: -2.878 -0.116 1.505  -0.210
C: -1.532 -0.059 0.746  -0.197
C: -1.527 0.890 -0.465  -0.189
C: -0.392 1.910 -0.335  -0.230
C: -0.320 2.891 -1.511  -0.180
C: 0.817 2.503 -2.465  -0.164
C: 2.180 2.683 -1.770  -0.134
C: 3.171 3.666 -2.403  -0.285
C: 2.553 4.902 -3.050  -0.158
N: 2.220 4.678 -4.450  0.059
O: 3.887 4.258 -1.185  -0.131
S: 4.883 3.187 -0.677  0.650
O: 4.318 2.443 0.500  -0.651
O: 6.114 3.721 -0.266  -0.152
O: 4.930 2.235 -1.915  -0.154
C: 4.426 3.063 -3.075  -0.387
N: 5.495 3.944 -3.306  0.036
C: 5.499 4.671 -4.593  -0.213
C: 6.215 6.025 -4.480  -0.045
S: 4.061 1.733 -4.339  0.817
O: 3.003 0.895 -3.875  -0.224
O: 3.806 2.336 -5.597  -0.212
C: 5.656 0.782 -4.549  -0.435
F: 6.671 1.670 -4.647  0.123
F: 5.536 0.171 -5.712  0.178
C: 6.012 -0.255 -3.401  -0.529
F: 7.081 0.190 -2.724  0.171
F: 6.325 -1.421 -3.977  0.197
F: 4.992 -0.444 -2.553  0.156
H: -6.069 -10.117 5.359  0.063
H: -7.078 -9.238 4.197  0.064
H: -5.349 -9.022 4.202  0.059
H: -6.305 -8.397 6.831  0.094
H: -7.370 -7.581 5.719  0.095
H: -4.492 -7.253 5.058  0.099
H: -4.939 -6.623 6.614  0.106
H: -6.533 -5.110 5.728  0.112
H: -6.580 -5.971 4.191  0.112
H: -3.904 -4.960 4.857  0.107
H: -4.805 -4.867 3.335  0.116
H: -6.102 -3.010 4.136  0.106
H: -5.276 -3.038 5.714  0.108
H: -3.751 -1.621 4.828  0.102
H: -3.216 -2.960 3.837  0.090
H: -4.778 -0.565 3.039  0.104
H: -5.371 -2.065 2.378  0.102
H: -3.853 -1.836 0.776  0.112
H: -2.578 -2.197 1.957  0.099
H: -2.769 0.393 2.460  0.106
H: -3.630 0.434 0.951  0.105
H: -1.295 -1.068 0.424  0.105
H: -0.762 0.231 1.458  0.090
H: -1.355 0.322 -1.372  0.117
H: -2.457 1.442 -0.503  0.110
H: -0.538 2.436 0.608  0.108
H: 0.531 1.333 -0.249  0.099
H: -1.247 2.876 -2.068  0.120
H: -0.097 3.876 -1.105  0.105
H: 0.695 1.447 -2.672  0.116
H: 0.740 2.998 -3.420  0.100
H: 2.608 1.699 -1.627  0.111
H: 1.974 3.088 -0.787  0.109
H: 3.199 5.754 -2.885  0.139
H: 1.654 5.096 -2.468  0.132
H: 1.219 4.591 -4.559  0.088
H: 2.436 5.526 -4.960  0.098
H: 6.376 3.473 -3.159  0.140
H: 4.508 4.796 -4.999  0.088
H: 6.039 4.085 -5.326  0.113
H: 7.064 6.033 -5.150  0.077
H: 6.616 6.151 -3.482  0.076
H: 5.585 6.851 -4.776  0.074
Sr: 3.919 2.541 2.519  1.926


Entry 3:
Entry from the Open Molecules 2025 dataset: 3 unconnected molecules or ions with the total composition C5H9NO at a distorted geometry (ωB97M-V/def2-TZVPD).

Output
Orbital gap: 10.153 eV
SMILES string: C=C(C)C#N.[H][H].C=O

Each line ends with the natural charge from an NBO analysis.
Atoms and positions in Å:
C: -0.508 0.271 -1.370  -0.268
C: -0.781 0.349 -0.067  -0.177
C: -1.283 -0.821 0.734  -0.634
C: -0.900 1.649 0.534  0.253
N: -1.042 2.689 1.021  -0.307
H: -0.726 -0.650 -1.894  0.214
H: -0.314 1.150 -1.974  0.221
H: -0.813 -1.751 0.409  0.236
H: -1.084 -0.678 1.796  0.226
H: -2.363 -0.934 0.602  0.233
H: 1.191 -0.969 -1.752  -0.073
H: 1.711 -1.088 -1.221  0.073
C: 1.700 0.206 0.777  0.274
O: 2.154 -0.848 0.405  -0.525
H: 1.921 1.167 0.283  0.128
H: 1.136 0.259 1.716  0.125


Entry 4:
Entry from the Open Molecules 2025 dataset: 13 unconnected molecules or ions with the total composition C52H104O39 at a distorted geometry (ωB97M-V/def2-TZVPD).

Output
Orbital gap: 10.753 eV

Each line ends with the Löwdin charge.
Atoms and positions in Å:
C: 4.273 0.051 -2.160  -0.047
C: 5.295 -1.041 -1.966  -0.186
O: 5.751 -1.125 -0.618  0.067
C: 5.314 -1.984 0.248  -0.559
O: 4.572 -2.966 -0.017  0.073
O: 5.734 -1.715 1.489  0.004
C: 5.653 -2.809 2.379  -0.024
H: 3.857 0.053 -3.167  0.080
H: 4.702 1.052 -2.138  0.064
H: 3.391 0.105 -1.521  0.066
H: 6.213 -0.935 -2.545  0.128
H: 4.953 -2.000 -2.354  0.115
H: 4.618 -3.009 2.656  0.086
H: 6.027 -2.426 3.329  0.084
H: 6.242 -3.628 1.968  0.114
C: 1.745 -0.531 -9.104  -0.088
C: 0.853 -1.447 -8.381  -0.242
O: 0.482 -1.113 -7.065  0.052
C: -0.273 -0.091 -6.745  -0.580
O: -0.818 0.672 -7.478  0.157
O: -0.323 -0.019 -5.365  -0.025
C: -1.049 0.985 -4.641  -0.041
H: 2.669 -0.212 -8.623  0.087
H: 1.285 0.372 -9.505  0.081
H: 2.055 -1.075 -9.997  0.085
H: 1.437 -2.366 -8.338  0.122
H: 0.061 -1.769 -9.057  0.135
H: -2.130 1.077 -4.746  0.092
H: -0.680 1.980 -4.889  0.086
H: -0.832 0.856 -3.580  0.074
C: -1.271 -7.028 -1.175  -0.023
C: -1.755 -6.440 0.193  -0.177
O: -2.747 -5.419 0.087  0.027
C: -3.214 -4.661 1.093  -0.536
O: -3.955 -3.720 0.905  0.123
O: -2.745 -5.081 2.333  -0.037
C: -3.113 -4.326 3.517  -0.030
H: -0.477 -6.474 -1.676  0.054
H: -2.068 -7.207 -1.896  0.069
H: -0.841 -8.011 -0.983  0.082
H: -0.961 -6.039 0.821  0.115
H: -2.132 -7.305 0.740  0.120
H: -2.599 -3.364 3.509  0.076
H: -2.799 -4.866 4.410  0.093
H: -4.144 -3.993 3.635  0.093
C: 3.468 1.592 9.447  -0.060
C: 2.736 1.108 8.249  -0.279
O: 2.325 2.052 7.346  0.030
C: 1.467 1.788 6.316  -0.545
O: 1.087 0.626 6.021  0.077
O: 1.131 2.928 5.831  0.043
C: 0.543 2.993 4.549  -0.016
H: 3.561 2.678 9.431  0.083
H: 4.507 1.265 9.434  0.078
H: 3.031 1.284 10.397  0.078
H: 1.945 0.468 8.638  0.129
H: 3.344 0.445 7.633  0.121
H: -0.362 2.399 4.672  0.075
H: 1.112 2.677 3.674  0.088
H: 0.222 4.017 4.357  0.091
C: 0.177 2.357 0.170  -0.021
C: 1.098 1.389 -0.554  -0.190
O: 0.558 0.283 -1.276  0.067
C: -0.129 -0.626 -0.710  -0.587
O: -0.339 -0.873 0.502  0.080
O: -0.643 -1.338 -1.708  -0.016
C: -1.519 -2.425 -1.409  -0.013
H: -0.344 3.003 -0.537  0.069
H: 0.695 2.872 0.978  0.080
H: -0.639 1.860 0.694  0.070
H: 1.901 1.103 0.125  0.115
H: 1.726 1.859 -1.310  0.081
H: -0.998 -3.222 -0.879  0.088
H: -1.938 -2.660 -2.387  0.083
H: -2.372 -2.125 -0.801  0.090
C: 2.252 3.393 -3.383  -0.039
C: 3.489 4.246 -2.963  -0.184
O: 3.288 4.800 -1.700  0.048
C: 3.759 4.232 -0.650  -0.596
O: 4.385 3.194 -0.584  0.120
O: 3.478 5.090 0.386  -0.031
C: 4.242 5.005 1.635  -0.020
H: 2.078 3.332 -4.458  0.077
H: 1.320 3.598 -2.856  0.076
H: 2.399 2.341 -3.139  0.045
H: 3.533 5.138 -3.589  0.122
H: 4.445 3.747 -3.119  0.128
H: 4.011 5.796 2.348  0.085
H: 5.294 5.006 1.350  0.092
H: 4.125 4.080 2.199  0.080
C: 1.448 -2.896 3.736  -0.033
C: 0.978 -3.209 2.304  -0.230
O: 1.389 -4.479 1.876  0.019
C: 1.830 -4.736 0.603  -0.524
O: 2.317 -5.840 0.339  0.105
O: 1.482 -3.761 -0.248  -0.021
C: 1.663 -3.911 -1.639  -0.056
H: 1.165 -1.863 3.941  0.057
H: 2.536 -2.939 3.779  0.056
H: 1.139 -3.650 4.460  0.084
H: 1.440 -2.461 1.660  0.107
H: -0.108 -3.177 2.222  0.117
H: 1.505 -4.934 -1.981  0.085
H: 2.675 -3.629 -1.929  0.091
H: 1.147 -3.166 -2.244  0.087
C: 2.793 0.531 3.278  -0.034
C: 3.876 0.121 4.254  -0.216
O: 5.197 0.400 3.955  0.057
C: 6.171 -0.138 4.655  -0.528
O: 6.033 -0.890 5.623  0.097
O: 7.373 0.044 3.956  -0.039
C: 8.619 -0.229 4.554  -0.060
H: 3.060 1.480 2.813  0.077
H: 1.784 0.581 3.688  0.049
H: 2.733 -0.206 2.477  0.072
H: 3.818 -0.960 4.382  0.116
H: 3.681 0.497 5.258  0.112
H: 9.306 0.610 4.444  0.091
H: 8.975 -1.124 4.043  0.096
H: 8.492 -0.409 5.621  0.091
C: -3.807 0.763 -1.302  -0.029
C: -4.997 1.636 -1.007  -0.198
O: -4.425 2.710 -0.326  0.018
C: -5.031 3.870 -0.333  -0.659
O: -6.138 4.076 -0.695  0.150
O: -4.171 4.811 0.008  -0.015
C: -4.489 6.193 -0.071  -0.024
H: -3.038 1.385 -1.761  0.081
H: -3.965 -0.035 -2.028  0.071
H: -3.376 0.254 -0.440  0.081
H: -5.722 1.233 -0.301  0.125
H: -5.468 2.082 -1.883  0.112
H: -5.452 6.292 0.429  0.101
H: -4.489 6.437 -1.134  0.102
H: -3.695 6.783 0.387  0.085
C: 0.072 8.102 5.047  -0.057
C: 0.903 7.430 3.983  -0.241
O: 0.338 7.618 2.738  0.087
C: 0.396 6.656 1.896  -0.591
O: 1.057 5.620 1.976  0.102
O: -0.392 7.035 0.892  0.008
C: -0.697 6.125 -0.147  -0.031
H: -0.648 7.449 5.540  0.072
H: -0.587 8.906 4.718  0.083
H: 0.694 8.379 5.899  0.079
H: 1.029 6.389 4.281  0.111
H: 1.961 7.680 4.069  0.129
H: -0.997 5.106 0.100  0.085
H: 0.205 6.076 -0.757  0.098
H: -1.471 6.680 -0.676  0.091
C: 1.172 -4.543 -4.941  -0.018
C: -0.316 -4.892 -4.529  -0.188
O: -0.608 -6.236 -4.873  0.037
C: -1.859 -6.617 -4.752  -0.484
O: -2.833 -5.908 -4.418  0.081
O: -1.834 -8.041 -4.876  -0.032
C: -3.067 -8.670 -4.839  -0.098
H: 1.316 -3.464 -4.879  0.073
H: 1.324 -4.993 -5.923  0.083
H: 1.805 -4.895 -4.127  0.053
H: -0.994 -4.187 -5.010  0.113
H: -0.524 -4.875 -3.459  0.100
H: -3.100 -9.484 -5.564  0.095
H: -3.939 -8.017 -4.867  0.094
H: -3.119 -9.135 -3.855  0.089
C: -6.425 2.001 2.816  -0.072
C: -5.093 2.415 3.339  -0.184
O: -4.331 1.165 3.241  0.039
C: -3.019 1.268 3.118  -0.559
O: -2.335 2.291 2.997  0.090
O: -2.584 0.007 3.288  0.008
C: -1.187 -0.201 3.554  -0.031
H: -7.149 2.815 2.800  0.088
H: -6.827 1.138 3.346  0.087
H: -6.292 1.661 1.789  0.061
H: -5.247 2.745 4.366  0.127
H: -4.680 3.228 2.742  0.117
H: -0.682 -0.367 2.603  0.067
H: -1.107 -1.126 4.125  0.088
H: -0.654 0.563 4.122  0.054
C: -7.843 1.317 -3.823  -0.079
C: -7.135 0.538 -4.848  -0.262
O: -6.116 -0.187 -4.199  0.004
C: -5.409 -1.120 -4.949  -0.452
O: -5.443 -1.169 -6.213  0.075
O: -4.768 -1.944 -4.057  -0.023
C: -3.777 -2.878 -4.561  -0.036
H: -8.436 2.090 -4.313  0.087
H: -7.219 1.951 -3.194  0.059
H: -8.352 0.801 -3.008  0.090
H: -6.793 1.206 -5.639  0.129
H: -7.834 -0.115 -5.371  0.130
H: -4.216 -3.362 -5.434  0.099
H: -3.437 -3.544 -3.768  0.070
H: -2.850 -2.408 -4.889  0.083


Computed relative energy (zero: lowest compared OMol25 entry of this formula, charge and spin), in the same sequence as the records: 147.1, 0.0, 94.7, 142.5 kcal per mole.